Density functional theory data (wB97M-V/def2-TZVPD) for a 6-piece molecular cluster, C16H28O14S2 overall at a distorted geometry.

XYZ file:
```
60
Properties=species:S:1:pos:R:3:forces:R:3:nbo_charge:R:1
C -0.175 3.756 0.217 1.32 -0.13 0.88 -0.8344
S -0.109 2.077 -0.343 2.09 -1.02 0.08 1.2349
O -1.050 1.948 -1.488 -0.26 0.21 -0.60 -1.0479
C 1.690 2.050 -1.053 -1.91 -0.68 -0.54 -0.7875
H -0.868 3.786 1.071 0.21 0.22 -0.45 0.2475
H -0.458 4.364 -0.622 -0.20 0.42 -0.23 0.2318
H 0.870 3.970 0.558 -1.00 0.10 -0.04 0.2675
H 1.792 1.138 -1.684 -0.26 0.44 0.73 0.2445
H 2.356 2.021 -0.212 0.27 0.16 0.36 0.2435
H 1.830 2.895 -1.714 0.04 0.46 0.11 0.2128
C 3.140 0.097 2.084 -1.31 -0.23 -1.27 -0.8660
S 3.253 1.692 2.865 -0.50 -0.09 -0.07 1.2616
O 2.090 2.457 2.312 0.10 0.25 0.04 -1.0186
C 2.828 1.150 4.506 -0.97 -1.05 0.04 -0.8516
H 2.148 -0.237 1.696 0.19 1.07 0.54 0.2493
H 3.447 -0.745 2.619 0.97 -0.91 1.42 0.2398
H 3.755 0.165 1.229 0.79 0.01 -1.12 0.2319
H 3.596 0.471 4.867 0.42 0.17 0.03 0.2381
H 1.933 0.473 4.421 0.46 1.13 0.33 0.2684
H 2.736 2.017 5.165 -0.23 -0.25 -0.14 0.2412
C -0.935 1.680 -4.662 1.07 -0.52 1.18 -0.1037
C -2.041 2.524 -4.070 -0.63 -1.80 0.59 -0.0971
O -2.924 1.547 -3.441 1.01 0.27 -0.81 -0.4833
C -2.376 0.330 -3.579 -0.43 -0.70 0.76 0.9875
O -2.796 -0.605 -2.952 0.47 0.05 -0.75 -0.6063
O -1.316 0.295 -4.457 -1.32 1.00 0.98 -0.4988
H -0.026 1.855 -4.028 -0.48 -0.19 -1.06 0.2006
H -0.805 1.791 -5.716 0.41 0.33 -0.57 0.2034
H -2.637 3.032 -4.753 -0.85 1.00 -1.38 0.1871
H -1.675 3.151 -3.307 0.33 0.76 0.80 0.2184
C 3.722 -3.608 3.083 0.00 -0.95 -1.26 -0.0987
C 2.435 -4.204 2.482 -1.08 0.14 -0.49 -0.1180
O 1.390 -3.553 3.306 0.54 -0.21 -0.32 -0.4953
C 1.960 -2.612 4.106 -1.81 -0.34 -1.15 0.9793
O 1.367 -1.817 4.770 0.10 -0.33 0.14 -0.5998
O 3.254 -2.641 3.936 1.38 2.07 1.82 -0.4954
H 4.309 -3.106 2.326 0.35 -0.13 -0.25 0.2007
H 4.338 -4.271 3.684 0.01 -0.42 -0.33 0.1926
H 2.331 -5.275 2.643 0.08 0.03 0.05 0.1971
H 2.237 -3.997 1.373 0.42 0.06 1.70 0.2396
C -5.484 0.936 -0.658 0.80 -0.28 0.18 -0.0943
C -4.011 1.015 -0.334 -0.89 -1.11 2.99 -0.0879
O -3.728 -0.311 0.298 1.63 2.38 0.17 -0.4885
C -4.648 -1.155 -0.012 -1.68 -0.81 -1.64 0.9839
O -4.581 -2.350 0.072 -0.45 0.86 0.23 -0.5905
O -5.714 -0.459 -0.586 -0.70 -1.08 0.37 -0.5096
H -5.716 1.290 -1.638 0.00 -0.01 -0.90 0.1956
H -6.072 1.563 0.008 -0.32 -0.56 0.53 0.1761
H -3.798 1.736 0.433 0.16 0.38 0.30 0.1845
H -3.354 1.124 -1.104 1.58 0.19 -2.26 0.2263
C -0.631 -2.420 -1.222 0.87 -0.24 0.30 -0.1072
C -0.135 -1.154 -1.896 1.57 0.55 -0.69 -0.1049
O 1.352 -1.312 -1.750 -0.58 1.41 -0.97 -0.5172
C 1.669 -2.328 -0.981 -1.44 -0.32 -0.23 0.9783
O 2.746 -2.655 -0.622 1.94 0.01 0.44 -0.6309
O 0.591 -3.017 -0.648 -1.94 -0.27 0.14 -0.4975
H -1.092 -3.160 -1.846 -0.07 -0.20 -0.50 0.2072
H -1.302 -2.183 -0.424 -0.37 0.01 0.57 0.2170
H -0.379 -0.238 -1.325 -0.10 -0.73 -0.53 0.2070
H -0.331 -0.985 -3.002 0.23 -0.60 1.69 0.2356
```
Forces are in eV/Å.

Results
Largest force on an atom ... 3.31 eV/A
E_HOMO ... -9.18 eV
Orbital gap ... 9.502 eV
E_LUMO ... 0.012 Eh

Density functional theory data (wB97M-V/def2-TZVPD) for C16H29AsF6NNaO6S3 as an isolated structure at a distorted geometry.

XYZ file:
```
63
Properties=species:S:1:pos:R:3:forces:R:3:nbo_charge:R:1
Na -0.586 0.792 1.182 -0.29 0.06 -0.06 0.9281
As -4.063 1.342 2.123 -0.38 0.84 0.40 2.8359
F -5.614 1.992 1.674 0.55 -0.15 -0.24 -0.6193
F -3.816 0.669 0.514 -0.12 -0.17 0.15 -0.6500
F -2.498 0.663 2.557 0.21 0.00 -0.03 -0.6626
F -4.211 2.085 3.682 0.14 -0.33 -0.07 -0.6203
F -4.813 -0.108 2.659 0.06 -0.06 -0.07 -0.6129
F -3.217 2.782 1.577 -0.20 -0.36 -0.18 -0.6378
C 2.419 -2.622 -2.866 0.39 -0.46 -0.20 -0.4128
C 1.458 -1.829 -3.765 0.60 -0.11 -0.34 -0.4180
C 0.636 -0.926 -2.865 -0.25 -0.65 0.63 -0.6495
S 1.880 -0.305 -1.681 -0.46 0.46 0.24 2.1518
O 1.423 -0.295 -0.299 -0.10 -0.37 -0.58 -0.9640
O 2.384 0.934 -2.210 0.18 -0.09 -0.19 -0.9323
C 3.075 -1.632 -1.927 0.62 0.15 0.38 -0.6729
H 3.116 -3.177 -3.500 0.34 0.40 0.07 0.2350
H 1.979 -3.439 -2.285 -0.68 0.35 -0.06 0.2151
H 0.976 -2.559 -4.414 -0.74 0.38 0.16 0.2393
H 2.023 -1.171 -4.434 0.26 -0.22 0.04 0.2199
H -0.119 -1.521 -2.346 0.03 0.24 0.25 0.2418
H 0.182 -0.045 -3.306 0.05 0.00 -0.15 0.2557
H 3.335 -2.008 -0.938 -0.17 -0.13 -0.03 0.2462
H 3.983 -1.184 -2.331 -0.18 0.16 -0.16 0.2589
C 2.661 -3.020 2.442 1.10 0.90 0.57 -0.4238
C 2.164 -4.069 1.464 -0.91 0.34 -0.66 -0.4088
C 0.853 -3.488 0.885 0.07 -0.07 0.69 -0.6614
S 0.051 -2.772 2.358 0.21 -0.62 -0.26 2.1491
O -0.868 -3.758 2.895 0.30 0.78 -0.38 -0.9189
O -0.368 -1.431 2.020 -0.10 -0.26 0.33 -0.9653
C 1.535 -2.772 3.429 -0.72 -0.46 0.00 -0.6465
H 2.954 -2.053 2.014 -0.40 -0.19 -0.65 0.2173
H 3.614 -3.322 2.887 -0.34 -0.29 0.44 0.2322
H 1.921 -4.987 1.999 0.35 -0.15 -0.07 0.2232
H 2.870 -4.236 0.653 0.08 -0.30 0.12 0.2197
H 0.084 -4.156 0.501 0.33 -0.32 -0.08 0.2526
H 1.105 -2.733 0.148 -0.29 0.39 0.16 0.2383
H 1.416 -3.628 4.094 -0.16 -0.02 -0.07 0.2454
H 1.480 -1.877 4.044 0.45 0.22 -0.29 0.2581
C -1.751 2.332 -3.865 -0.24 -0.55 0.53 -0.4092
C -2.759 1.513 -3.006 0.23 -0.36 -0.03 -0.4060
C -3.232 2.364 -1.853 -0.11 0.34 0.32 -0.6719
S -1.761 3.243 -1.293 1.22 0.23 -0.52 2.1496
O -0.797 2.417 -0.551 -1.05 -0.13 -0.02 -1.0066
O -2.084 4.561 -0.791 0.16 -0.82 -0.21 -0.9064
C -1.042 3.352 -2.980 -0.58 0.82 0.44 -0.6631
H -2.290 2.824 -4.670 0.11 0.00 -0.08 0.2198
H -1.058 1.600 -4.278 0.16 0.31 -0.32 0.2073
H -2.303 0.605 -2.599 0.22 0.10 -0.04 0.2052
H -3.562 1.150 -3.646 -0.22 0.19 0.18 0.2306
H -3.673 1.849 -0.999 0.06 -0.02 -0.19 0.3137
H -3.904 3.154 -2.195 0.04 0.10 0.13 0.2435
H 0.040 3.275 -2.959 0.01 -0.15 0.32 0.2559
H -1.307 4.390 -3.196 0.12 -0.11 -0.49 0.2421
N 1.783 2.557 2.310 0.20 0.15 -0.15 -0.5111
C 1.724 1.230 2.655 -0.29 0.36 1.19 -0.1181
C 0.633 1.085 3.517 0.43 0.87 -0.67 -0.3292
C -0.013 2.366 3.554 0.09 -0.61 0.77 -0.3073
C 0.741 3.258 2.856 0.04 -0.13 0.02 -0.0653
H 2.675 2.955 2.072 -0.24 0.21 -0.51 0.4124
H 2.545 0.644 2.275 -0.22 -0.52 0.34 0.2132
H 0.278 0.300 4.163 0.15 -0.51 -0.55 0.2364
H -0.906 2.522 4.138 -0.08 0.32 -0.22 0.2510
H 0.618 4.316 2.708 0.03 0.00 -0.10 0.2271
```
Forces are in eV/Å.

Results
Largest force on an atom ... 1.53 eV/A
E_HOMO ... -8.69 eV
Orbital gap ... 8.426 eV
E_LUMO ... -0.010 Eh

Density functional theory data (wB97M-V/def2-TZVPD) for C16H29BrF2I2NO5S2 as an isolated structure at a distorted geometry.

XYZ file:
```
58
Properties=species:S:1:pos:R:3:forces:R:3:nbo_charge:R:1
C -0.893 -0.579 0.910 -0.85 -0.07 -0.24 -0.6375
C -1.668 -1.055 -0.317 1.24 0.19 0.02 0.1874
F -1.362 -0.131 -1.349 -0.33 0.03 0.04 -0.3894
C -1.229 -2.420 -0.820 -0.28 -0.16 1.10 -0.4474
C -2.284 -3.517 -0.643 -0.71 -0.50 -3.04 0.2869
C -1.652 -4.833 -1.197 0.70 0.83 1.03 -0.6986
S -0.626 -5.768 -0.052 -0.89 -1.57 -0.24 2.0395
O -0.522 -7.071 -0.617 0.58 -0.53 -0.96 -0.9407
O -1.138 -5.732 1.270 0.12 1.15 0.94 -0.9191
C -3.446 -3.214 -1.636 -0.53 -0.08 -0.24 -0.5158
C -4.717 -3.261 -0.816 -1.17 1.48 1.05 -0.4577
I -5.501 -1.227 -0.520 0.08 0.33 -0.88 0.2158
S -6.117 -4.084 -1.636 0.13 -0.18 0.71 2.4375
O -5.947 -5.472 -1.693 0.81 -1.30 -0.51 -0.8905
O -7.327 -3.568 -1.166 -1.23 0.73 0.46 -0.8900
F -5.908 -3.541 -3.072 0.32 0.38 -0.43 -0.4739
C -4.293 -3.750 0.625 1.20 -0.84 -0.38 0.0199
Br -4.865 -2.778 2.209 -0.07 -0.38 0.07 0.1233
I -4.556 -5.847 1.093 -0.32 -0.10 -0.06 0.2416
O -2.896 -3.580 0.599 0.51 0.69 1.06 -0.5807
H -0.575 -1.412 1.526 -0.01 -0.05 0.19 0.2259
H -1.572 0.061 1.465 0.26 0.21 0.38 0.2227
H -0.039 -0.007 0.566 0.25 0.03 0.01 0.2003
H -2.732 -0.981 -0.130 -0.16 -0.13 -0.16 0.1911
H -1.015 -2.327 -1.877 -0.04 -0.10 -0.26 0.2421
H -0.311 -2.752 -0.335 0.17 0.19 0.11 0.2050
H -2.369 -5.507 -1.643 -0.15 -0.52 0.39 0.2783
H -0.973 -4.537 -1.991 0.09 -0.04 -0.26 0.2438
H 0.627 -5.234 -0.106 -0.26 0.44 -0.05 -0.0230
H -3.355 -2.253 -2.124 0.12 0.28 0.10 0.2542
H -3.569 -3.904 -2.468 0.47 -0.39 0.06 0.2503
C 2.034 5.087 -1.307 0.06 -0.05 0.03 -0.6195
C 2.213 3.570 -1.195 -0.06 0.40 -0.13 -0.4347
C 1.881 2.952 0.153 0.09 -0.22 -0.40 -0.2033
N 2.917 3.063 1.258 -0.05 -0.09 0.45 -0.2101
C 2.519 2.076 2.315 -0.02 0.07 -0.18 -0.3950
C 4.328 2.766 0.802 0.07 0.20 -0.18 -0.2167
C 4.929 4.111 0.437 0.07 0.11 -0.18 -0.4254
C 4.305 5.089 1.435 0.06 0.16 0.02 -0.4320
C 2.987 4.450 1.887 0.17 0.15 0.01 -0.2171
H 2.460 5.637 -0.469 0.05 0.01 -0.03 0.1929
H 2.517 5.455 -2.211 -0.05 0.01 -0.03 0.2376
H 0.977 5.345 -1.370 0.00 0.02 0.05 0.2277
H 3.206 3.272 -1.532 0.01 -0.08 0.08 0.2130
H 1.531 3.112 -1.914 -0.02 -0.13 0.09 0.2484
H 1.740 1.882 -0.002 0.02 -0.03 0.14 0.2243
H 0.951 3.354 0.555 0.04 0.03 0.08 0.2267
H 2.570 1.076 1.892 -0.04 -0.02 0.03 0.2297
H 1.504 2.306 2.632 -0.01 -0.07 0.04 0.2337
H 3.205 2.163 3.152 -0.01 -0.01 0.02 0.2288
H 4.855 2.336 1.652 -0.06 -0.05 0.02 0.2265
H 4.303 2.042 -0.009 -0.05 -0.06 0.04 0.2380
H 4.689 4.398 -0.585 -0.08 -0.05 0.01 0.2256
H 6.015 4.097 0.500 0.00 -0.09 0.08 0.2533
H 4.151 6.072 0.996 -0.04 -0.02 -0.02 0.2445
H 4.959 5.235 2.293 -0.02 -0.06 0.03 0.2351
H 2.097 5.008 1.611 -0.02 -0.06 -0.08 0.2361
H 2.987 4.324 2.966 -0.13 -0.09 -0.01 0.2303
```
Forces are in eV/Å.

Results
Largest force on an atom ... 3.16 eV/A
E_HOMO ... -10.77 eV
Orbital gap ... 8.166 eV
E_LUMO ... -0.096 Eh
Total charge ... +1